one) # C2H8N2O

2 unconnected molecules or ions with the total composition C2H8N2O (the ωB97M-V functional and the def2-TZVPD basis, OMol25).

Output
- Net charge: 0
- SMILES string: C=O.NCN
- HOMO-LUMO gap: 9.821 eV

```
13
Properties=species:S:1:pos:R:3:mulliken_charge:R:1
O 0.97 0.36 -3.12 -0.410
C 1.06 0.06 -1.95 0.055
H 0.81 0.82 -1.19 0.194
H 0.99 -0.98 -1.43 0.172
N 0.12 -0.93 2.16 -0.507
C -0.79 -0.45 1.11 0.348
N -1.14 0.95 1.22 -0.538
H 1.02 -0.99 1.86 0.227
H 0.01 -0.24 2.97 0.234
H -0.30 -0.58 0.07 -0.409
H -1.66 -1.08 0.93 0.220
H -2.10 1.12 0.98 0.217
H -0.95 1.24 2.22 0.198
```


two) # C2H8N2O

2 unconnected molecules or ions with the total composition C2H8N2O (the ωB97M-V functional and the def2-TZVPD basis, OMol25).

Output
- Net charge: 0
- SMILES string: [H]/N=C/NC.O
- HOMO-LUMO gap: 9.953 eV

```
13
Properties=species:S:1:pos:R:3:mulliken_charge:R:1
C -1.47 1.80 -0.36 -0.829
N -0.63 0.62 -0.09 -0.259
C -0.58 -0.42 -0.97 0.027
N 0.50 -1.07 -1.18 -0.639
H -2.47 1.68 0.08 0.262
H -1.02 2.62 0.20 0.315
H -1.55 1.99 -1.42 0.293
H 0.20 0.85 0.43 0.272
H -1.54 -0.72 -1.38 0.343
H 0.44 -1.69 -1.98 0.222
H 2.17 -1.76 2.78 0.312
H 2.92 -1.95 1.47 0.334
O 3.04 -1.97 2.42 -0.654
```


Energy relative to the most stable one, in eV: one) 1.469; two) 0.000


one) # C2H8N2O

2 unconnected molecules or ions with the total composition C2H8N2O (the ωB97M-V functional and the def2-TZVPD basis, OMol25).

Output
- Net charge: 0
- SMILES string: N/C=C/N.O
- HOMO-LUMO gap: 9.203 eV

```
13
Properties=species:S:1:pos:R:3:mulliken_charge:R:1
C 1.03 -0.31 0.37 -0.201
C 0.36 0.93 0.32 -0.345
N -0.77 1.02 1.19 -0.586
N 2.09 -0.77 -0.50 -0.671
H 0.71 -1.12 1.02 0.397
H 0.72 1.85 -0.10 0.369
H -1.52 1.61 0.69 0.227
H -0.61 1.49 2.10 0.230
H 1.69 -1.58 -0.84 0.286
H 2.15 -0.06 -1.49 0.297
H -2.53 -0.56 -1.27 0.309
H -1.46 -1.25 -0.32 0.346
O -1.86 -1.26 -1.18 -0.660
```


two) # C2H8N2O

2 unconnected molecules or ions with the total composition C2H8N2O (the ωB97M-V functional and the def2-TZVPD basis, OMol25).

Output
- Net charge: 0
- HOMO-LUMO gap: 5.083 eV

```
13
Properties=species:S:1:pos:R:3:mulliken_charge:R:1
C 0.83 2.05 1.26 -0.118
N 1.05 0.75 1.19 -0.079
H 1.22 2.60 2.09 0.291
H 0.08 2.53 0.60 0.265
H 0.76 0.15 0.38 0.184
H 1.82 0.24 1.64 0.322
N -1.72 -1.08 -0.71 -0.666
C -0.38 -1.36 -1.41 -0.254
O 0.72 -1.01 -0.80 -0.904
H -1.76 -1.70 0.09 0.240
H -1.68 -0.21 -0.13 0.168
H -0.36 -2.31 -1.83 0.386
H -0.58 -0.67 -2.37 0.167
```


three) # C2H8N2O

2 unconnected molecules or ions with the total composition C2H8N2O (the ωB97M-V functional and the def2-TZVPD basis, OMol25).

Output
- Net charge: 0
- SMILES string: NC=O.CN
- HOMO-LUMO gap: 10.387 eV

```
13
Properties=species:S:1:pos:R:3:mulliken_charge:R:1
C -0.27 -0.38 2.26 -0.783
N -0.16 -0.74 0.83 -0.505
H -0.62 -1.21 2.87 0.259
H 0.68 -0.03 2.64 0.264
H -1.03 0.39 2.32 0.286
H -1.06 -0.70 0.38 0.227
H 0.26 -1.65 0.72 0.228
C -0.16 0.74 -2.43 0.075
N 0.85 0.70 -1.52 -0.271
O -1.30 0.39 -2.24 -0.535
H 0.15 1.17 -3.39 0.289
H 0.99 0.08 -0.73 0.259
H 1.67 1.25 -1.72 0.205
```


Energy relative to the most stable one, in eV: one) 1.974; two) 3.658; three) 0.000


one) # C5H11N3O3

2 unconnected molecules or ions with the total composition C5H11N3O3 (the ωB97M-V functional and the def2-TZVPD basis, OMol25).

Output
- Net charge: 0
- SMILES string: OCC1=NCCC1.O/N=N/O
- HOMO-LUMO gap: 10.815 eV

```
22
Properties=species:S:1:pos:R:3:mulliken_charge:R:1
C -2.53 1.23 -0.03 -0.620
C -2.27 -0.21 -0.63 -0.706
C -0.98 1.68 0.14 -0.694
C -0.96 -0.57 0.00 0.499
C -0.57 -2.04 0.02 -0.536
N 3.66 0.80 0.47 -0.204
N 3.39 -0.35 0.05 0.217
N -0.23 0.40 0.39 -0.452
O 2.64 1.64 0.84 -0.339
O 0.42 -2.21 1.12 -0.502
O 4.49 -1.00 -0.52 -0.446
H -3.08 2.05 -0.64 0.324
H -3.18 1.03 0.93 0.257
H -3.15 -0.82 -0.62 0.414
H -2.30 0.04 -1.70 0.271
H -0.77 2.09 -0.77 0.451
H -0.96 2.31 1.02 0.362
H 1.78 1.13 0.68 0.474
H -0.17 -2.49 -0.89 0.208
H -1.49 -2.57 0.26 0.353
H 1.12 -1.75 0.71 0.304
H 5.15 -0.38 -0.82 0.364
```


two) # C5H11N3O3

A molecular structure, C5H11N3O3 (the ωB97M-V functional and the def2-TZVPD basis, OMol25).

Output
- Net charge: 0
- HOMO-LUMO gap: 9.470 eV

```
22
Properties=species:S:1:pos:R:3:mulliken_charge:R:1
C -0.15 1.88 0.52 -0.860
C -0.53 0.51 0.05 -0.114
C -0.50 -0.62 1.08 -0.639
C -0.68 -1.97 0.31 -0.444
C -0.62 -1.53 -1.27 -0.503
H -1.99 2.01 1.26 0.371
H -0.34 2.55 -0.13 0.646
H 0.95 2.09 0.90 0.253
H -1.56 0.48 -0.04 0.476
H -1.23 -0.02 1.88 0.270
H 0.58 -0.63 1.58 0.280
H 0.36 -2.39 0.85 0.225
H -1.60 -2.66 0.39 0.339
H 0.19 -2.18 -1.81 0.315
H -1.68 -1.48 -1.46 0.437
H 2.47 1.18 -1.12 0.444
N -0.22 -0.06 -1.13 -0.296
N 1.02 0.17 -1.10 0.526
N 1.83 -0.69 -0.52 0.036
O -0.85 2.24 1.63 -0.583
O 1.43 1.59 -1.29 -0.469
O 3.10 -0.45 -0.56 -0.709
```


three) # C5H11N3O3

2 unconnected molecules or ions with the total composition C5H11N3O3 (the ωB97M-V functional and the def2-TZVPD basis, OMol25).

Output
- Net charge: 0
- SMILES string: [H]/N=C\N/C=N\[H].O=C[C@H](O)CO
- HOMO-LUMO gap: 10.060 eV

```
22
Properties=species:S:1:pos:R:3:mulliken_charge:R:1
C 3.28 -0.82 -0.51 -0.669
C 1.96 -1.30 0.10 0.237
C 0.94 -0.18 0.08 0.071
C -3.66 2.09 0.19 0.210
C -1.98 0.62 -0.83 0.153
H 3.86 -2.53 -1.18 0.313
H 3.71 -0.06 0.15 0.326
H 3.07 -0.36 -1.49 0.311
H 1.55 -2.10 -0.55 0.262
H 1.51 -1.28 1.96 0.359
H 0.79 0.31 -0.89 0.467
H -4.15 2.15 1.98 0.205
H -3.76 2.46 -0.85 0.244
H -2.51 0.67 1.16 0.203
H -2.25 1.14 -1.76 0.289
H -0.98 -0.70 0.07 0.240
N -4.36 2.56 1.11 -0.614
N -2.69 1.08 0.26 -0.237
N -1.09 -0.29 -0.86 -0.705
O 4.23 -1.85 -0.62 -0.489
O 2.14 -1.77 1.40 -0.562
O 0.38 0.17 1.10 -0.614
```


Energy relative to the most stable one, in eV: one) 3.096; two) 9.655; three) 0.000


one) # C3H6NS

A gas-phase ion, C3H6NS (charge +1) (the ωB97M-V functional and the def2-TZVPD basis, OMol25).

Output
- Net charge: +1
- SMILES string: S=C1C[NH2+]C1
- HOMO-LUMO gap: 8.784 eV

```
11
Properties=species:S:1:pos:R:3:mulliken_charge:R:1
C 1.16 0.02 0.01 0.220
C -0.18 1.15 -0.07 -0.575
C 0.16 -1.05 -0.01 -0.388
N -1.05 -0.12 -0.01 -0.133
S 2.72 0.06 -0.01 -0.187
H -0.06 1.63 0.83 0.326
H -0.07 1.86 -0.87 0.330
H 0.29 -1.39 -1.01 0.292
H 0.29 -1.81 0.67 0.401
H -1.39 0.04 0.97 0.381
H -1.87 -0.39 -0.52 0.334
```


two) # C3H6NS

A molecular structure, C3H6NS (the ωB97M-V functional and the def2-TZVPD basis, OMol25).

Output
- Net charge: +1
- HOMO-LUMO gap (spin up / spin down): 7.209 / 7.214 eV

```
11
Properties=species:S:1:pos:R:3:mulliken_charge:R:1
C 1.48 1.21 0.67 -0.501
C 2.54 1.25 -0.17 0.046
C 1.32 -0.23 0.71 0.142
N -1.32 -1.34 -0.14 -0.691
S 2.49 -0.68 -0.42 0.071
H 1.09 2.08 1.26 0.326
H 3.34 1.92 -0.46 0.436
H 0.57 -0.95 1.25 0.399
H -1.44 -0.61 0.53 0.295
H -2.10 -2.04 -0.05 0.255
H -1.60 -1.07 -1.03 0.223
```


Energy relative to the most stable one, in eV: one) 0.000; two) 1.169


one) # C2H4N4O2

C2H4N4O2 in the gas phase (the ωB97M-V functional and the def2-TZVPD basis, OMol25).

Output
- Net charge: 0
- SMILES string: [H]/N=c1/c(N)non1O
- HOMO-LUMO gap: 9.120 eV

```
12
Properties=species:S:1:pos:R:3:mulliken_charge:R:1
C -0.96 -0.68 -0.05 0.440
C 0.07 0.34 -0.15 0.321
H -2.83 -0.39 0.95 0.342
H -2.00 0.92 -0.37 0.408
H 3.18 -0.15 -0.36 0.366
H 0.60 2.25 0.10 0.240
N -2.25 -0.24 -0.16 -0.658
N -0.37 -1.85 0.06 -0.380
N 1.29 -0.30 -0.37 0.206
N -0.22 1.60 0.12 -0.716
O 1.03 -1.62 0.07 -0.156
O 2.46 0.14 0.16 -0.413
```


two) # C2H4N4O2

2 unconnected molecules or ions with the total composition C2H4N4O2 (the ωB97M-V functional and the def2-TZVPD basis, OMol25).

Output
- Net charge: 0
- HOMO-LUMO gap: 8.451 eV

```
12
Properties=species:S:1:pos:R:3:mulliken_charge:R:1
C 1.20 -0.25 -0.07 0.614
C -0.59 0.85 -0.01 0.327
H -2.12 -1.03 1.08 0.284
H -2.55 -0.85 -0.51 0.303
H 2.77 0.76 -0.36 0.434
H -1.13 2.64 0.53 0.276
N -2.00 -1.39 0.11 -0.531
N -0.80 -0.68 -0.30 0.366
N 0.44 -1.13 -0.03 -0.558
N -1.43 1.75 0.10 -0.612
O 2.46 -0.35 0.27 -0.543
O 0.77 0.98 -0.20 -0.359
```


Energy relative to the most stable one, in eV: one) 1.207; two) 0.000


one) # C2H4N4O2

C2H4N4O2 in the gas phase (the ωB97M-V functional and the def2-TZVPD basis, OMol25).

Output
- Net charge: 0
- SMILES string: [H]/N=c1/nc(N)on1O
- HOMO-LUMO gap: 9.598 eV

```
12
Properties=species:S:1:pos:R:3:mulliken_charge:R:1
C 0.37 0.55 0.89 0.411
C 0.66 -0.80 -0.70 0.489
H -0.18 1.66 2.27 0.258
H 1.48 0.79 2.67 0.360
H 0.23 -1.17 -2.38 0.345
H -2.31 -0.42 -1.82 0.353
N 0.64 1.25 1.92 -0.431
N 1.27 -0.13 0.37 -0.453
N 1.10 -1.01 -1.92 -0.626
N -0.93 -0.75 -0.30 0.048
O -1.27 -0.23 -1.56 -0.525
O -1.05 0.27 0.56 -0.229
```


two) # C2H4N4O2

C2H4N4O2 in the gas phase (the ωB97M-V functional and the def2-TZVPD basis, OMol25).

Output
- Net charge: 0
- SMILES string: [H]/N=c1/c(O)n[nH]n1O
- HOMO-LUMO gap: 8.684 eV

```
12
Properties=species:S:1:pos:R:3:mulliken_charge:R:1
C -1.06 -0.43 -0.09 0.403
C -0.16 0.77 0.03 0.258
H -2.78 -1.12 -0.36 0.417
H 1.17 -1.42 1.21 0.309
H 2.04 0.07 -1.33 0.383
H -0.13 2.54 0.78 0.292
N -0.30 -1.55 -0.09 -0.571
N 0.98 -1.22 0.17 -0.195
N 1.09 0.12 0.29 0.156
N -0.83 1.95 0.04 -0.597
O -2.30 -0.19 -0.23 -0.440
O 2.28 0.48 -0.42 -0.415
```


three) # C2H4N4O2

A molecular structure, C2H4N4O2 (the ωB97M-V functional and the def2-TZVPD basis, OMol25).

Output
- Net charge: 0
- HOMO-LUMO gap: 9.479 eV

```
12
Properties=species:S:1:pos:R:3:mulliken_charge:R:1
C 1.94 0.05 -0.07 0.486
C 0.38 0.64 0.01 0.273
H -2.41 -0.77 -0.97 0.277
H -1.80 0.82 0.34 0.246
H 0.36 -1.32 1.56 0.296
H -1.07 2.28 -0.30 0.332
N -1.78 -0.38 -0.09 -0.605
N -0.43 -0.58 -0.49 0.125
N 0.28 -1.66 0.34 -0.181
N -0.06 1.80 0.11 -0.679
O 1.63 -1.36 -0.28 -0.262
O 2.96 0.49 -0.15 -0.308
```


Energy relative to the most stable one, in eV: one) 0.000; two) 0.419; three) 2.231